[1]
22
Properties=species:S:1:pos:R:3:lowdin_charge:R:1 method="wB97M-V/def2-TZVPD" total_energy_ha=-653.8118 multiplicity=1 homo_ev=-8.2 max_force_ev_per_a=5.27 e_above_lowest_ev=2.4058
C 1.463 1.644 -0.605 -0.1060
C 2.097 0.283 -0.538 -0.1315
C 0.422 2.027 0.163 -0.1421
C 1.457 -0.776 -0.133 -0.1433
C -0.275 1.175 1.202 -0.2500
C -0.495 -0.247 0.650 -0.4098
C 1.871 -2.250 -0.065 -0.0764
C -2.963 0.158 -0.427 -0.3418
P -1.204 -0.130 -0.935 0.8310
H 1.893 2.235 -1.358 0.0804
H 3.106 0.255 -0.935 0.1027
H 0.025 2.987 0.220 0.0767
H 0.075 1.082 2.232 0.1125
H -1.305 1.550 1.204 0.0812
H -0.653 -1.205 1.299 0.1123
H 1.075 -2.720 0.621 0.0881
H 2.856 -2.459 0.314 0.0677
H 1.665 -2.718 -0.945 0.0274
H -2.973 1.159 -0.079 -0.0049
H -3.300 -0.557 0.410 0.0700
H -3.528 0.054 -1.317 -0.0008
H -1.309 -1.547 -0.979 -0.0434

[2]
19
Properties=species:S:1:pos:R:3:lowdin_charge:R:1 method="wB97M-V/def2-TZVPD" total_energy_ha=-448.1236 total_charge=+2 multiplicity=1 smiles="NC1=NNC(N)=C([NH3+])[NH2+]1" homo_ev=-17.3 max_force_ev_per_a=3.59 e_above_lowest_ev=0.5131
N 1.912 -0.522 -2.174 0.1859
C 1.355 0.126 -1.132 -0.3420
N 1.925 0.585 -0.099 0.1739
N 1.215 0.831 1.036 0.0848
C -0.033 0.310 1.214 -0.2681
N -0.334 0.151 2.511 0.2003
C -0.649 -0.337 0.112 -0.1462
N -2.183 -0.524 0.086 0.2518
N -0.175 0.142 -1.172 0.1399
H 2.892 -0.660 -1.997 0.1327
H 1.842 -0.140 -3.128 0.1499
H 1.721 0.951 1.862 0.1483
H -1.034 -0.468 2.935 0.1553
H 0.377 0.541 3.154 0.1552
H -2.610 -1.296 0.582 0.1711
H -2.279 -0.772 -0.910 0.1685
H -2.778 0.304 0.404 0.2165
H -0.541 1.166 -1.370 0.2470
H -0.621 -0.389 -1.913 0.1752

[3]
16
Properties=species:S:1:pos:R:3:lowdin_charge:R:1 method="wB97M-V/def2-TZVPD" total_energy_ha=-234.5047 multiplicity=1 smiles="CC=C=C(C)C" homo_ev=-8.9 max_force_ev_per_a=1.47 e_above_lowest_ev=2.6622
C -0.898 1.688 0.689 -0.0704
C -1.788 0.328 0.901 -0.0887
C -0.999 -0.588 0.386 -0.0751
C 0.178 -0.735 -0.198 -0.3825
C 1.423 -0.992 0.608 -0.0612
C 0.325 -0.639 -1.693 -0.0617
H -0.756 1.658 -0.386 0.0506
H -0.013 1.423 1.263 0.0534
H -1.049 2.761 0.906 0.0619
H -2.782 0.146 1.336 0.0797
H 1.259 -0.814 1.675 0.0825
H 2.244 -0.346 0.269 0.0839
H 1.740 -2.030 0.471 0.0803
H 1.173 0.006 -1.961 0.0840
H 0.522 -1.632 -2.106 0.0804
H -0.579 -0.236 -2.163 0.0828

[4]
103
Properties=species:S:1:pos:R:3:lowdin_charge:R:1 method="wB97M-V/def2-TZVPD" total_energy_ha=-9293.9331 total_charge=-1 multiplicity=1 homo_ev=-2.3 max_force_ev_per_a=0.69 e_above_lowest_ev=1.7106
Rb -0.756 1.524 1.275 0.4995
Br -5.188 3.953 6.916 0.7306
C -4.167 3.426 5.407 -0.6663
C -3.887 2.097 5.186 -0.0737
C -3.161 1.783 4.041 -0.1624
N -2.732 2.698 3.176 0.0510
C -2.953 3.983 3.444 -0.2233
C -3.695 4.399 4.544 -0.0737
C -2.337 4.979 2.514 -0.1930
C -2.220 6.320 2.888 -0.0579
C -1.644 7.202 2.000 -0.6756
Br -1.460 9.025 2.476 0.7467
C -1.190 6.763 0.772 -0.1041
C -1.333 5.411 0.505 -0.1257
N -1.879 4.534 1.341 0.0947
H -4.183 1.315 5.870 0.1114
H -2.860 0.744 3.883 -0.0086
H -3.907 5.440 4.735 0.0916
H -2.546 6.663 3.856 0.0993
H -0.736 7.435 0.058 0.1006
H -0.981 5.010 -0.437 0.0845
O 0.370 -3.397 -0.794 -0.0248
C 1.730 -3.444 -0.912 -0.2669
C 2.436 -4.636 -0.814 -0.0139
C 3.813 -4.625 -0.945 -0.0724
C 4.485 -3.432 -1.157 -0.0851
C 3.773 -2.243 -1.190 -0.0703
C 2.386 -2.220 -1.052 -0.2624
P 1.378 -0.694 -0.878 1.1544
C 2.767 0.508 -0.772 -0.3762
C 3.352 1.176 -1.844 -0.1121
C 4.484 1.959 -1.654 -0.1047
C 5.039 2.093 -0.389 -0.0872
C 4.446 1.454 0.692 -0.0617
C 3.318 0.671 0.500 -0.0858
C 0.776 -0.440 -2.594 -0.3486
C 1.403 -0.948 -3.730 -0.0851
C 0.890 -0.694 -4.994 -0.0826
C -0.262 0.070 -5.138 -0.0864
C -0.903 0.567 -4.014 -0.1028
C -0.388 0.308 -2.751 -0.1240
C -0.384 -4.510 -1.086 -0.2827
C -0.189 -5.242 -2.250 -0.0175
C -1.029 -6.308 -2.534 -0.0825
C -2.057 -6.638 -1.661 -0.0944
C -2.242 -5.884 -0.511 -0.0960
C -1.418 -4.802 -0.204 -0.3150
P -1.826 -3.815 1.298 1.1502
C -0.144 -3.300 1.796 -0.3769
C 0.717 -4.308 2.219 -0.1064
C 2.000 -4.001 2.646 -0.0860
C 2.419 -2.680 2.689 -0.0818
C 1.557 -1.668 2.292 -0.1527
C 0.284 -1.978 1.843 -0.1632
C -2.570 -2.349 0.459 -0.3422
C -3.095 -1.339 1.274 -0.1238
C -3.792 -0.275 0.715 -0.1073
C -4.006 -0.215 -0.658 -0.1034
C -3.497 -1.216 -1.470 -0.0989
C -2.774 -2.265 -0.918 -0.0768
H 1.905 -5.560 -0.629 0.1246
H 4.361 -5.555 -0.867 0.1037
H 5.562 -3.421 -1.265 0.0986
H 4.313 -1.311 -1.296 0.1001
H 2.928 1.084 -2.837 0.1033
H 4.934 2.462 -2.502 0.1012
H 5.930 2.692 -0.244 0.0994
H 4.865 1.558 1.686 0.1115
H 2.872 0.154 1.345 0.0755
H 2.293 -1.558 -3.623 0.1063
H 1.387 -1.095 -5.868 0.0995
H -0.665 0.264 -6.124 0.0989
H -1.815 1.142 -4.117 0.1029
H -0.904 0.677 -1.871 0.0772
H 0.605 -4.964 -2.932 0.1234
H -0.878 -6.876 -3.444 0.0998
H -2.708 -7.476 -1.874 0.0963
H -3.044 -6.128 0.177 0.0967
H 0.378 -5.340 2.222 0.1044
H 2.653 -4.790 2.998 0.1009
H 3.394 -2.431 3.086 0.1070
H 1.847 -0.631 2.413 0.0460
H -0.405 -1.196 1.548 0.0293
H -2.927 -1.375 2.350 0.0157
H -4.189 0.503 1.358 0.0993
H -4.572 0.603 -1.087 0.0981
H -3.663 -1.187 -2.541 0.0993
H -2.399 -3.037 -1.576 0.0994
S 0.815 -1.637 5.853 0.2888
C -0.279 -0.729 4.946 -1.8791
S 0.198 0.837 4.333 0.1813
S -1.889 -1.308 4.661 0.3270
C 1.398 4.280 -3.695 -0.0618
C 0.097 3.811 -3.769 -0.0583
C -0.470 3.259 -2.632 -0.1790
N 0.178 3.133 -1.475 0.0411
C 1.434 3.571 -1.421 -0.1472
C 2.080 4.167 -2.495 -0.0646
H 1.875 4.723 -4.560 0.1061
H -0.473 3.869 -4.687 0.1067
H -1.497 2.908 -2.644 0.1097
H 1.946 3.452 -0.472 0.1173
H 3.098 4.512 -2.390 0.1038

Copy entry 2 word for word.
19
Properties=species:S:1:pos:R:3:lowdin_charge:R:1 method="wB97M-V/def2-TZVPD" total_energy_ha=-448.1236 total_charge=+2 multiplicity=1 smiles="NC1=NNC(N)=C([NH3+])[NH2+]1" homo_ev=-17.3 max_force_ev_per_a=3.59 e_above_lowest_ev=0.5131
N 1.912 -0.522 -2.174 0.1859
C 1.355 0.126 -1.132 -0.3420
N 1.925 0.585 -0.099 0.1739
N 1.215 0.831 1.036 0.0848
C -0.033 0.310 1.214 -0.2681
N -0.334 0.151 2.511 0.2003
C -0.649 -0.337 0.112 -0.1462
N -2.183 -0.524 0.086 0.2518
N -0.175 0.142 -1.172 0.1399
H 2.892 -0.660 -1.997 0.1327
H 1.842 -0.140 -3.128 0.1499
H 1.721 0.951 1.862 0.1483
H -1.034 -0.468 2.935 0.1553
H 0.377 0.541 3.154 0.1552
H -2.610 -1.296 0.582 0.1711
H -2.279 -0.772 -0.910 0.1685
H -2.778 0.304 0.404 0.2165
H -0.541 1.166 -1.370 0.2470
H -0.621 -0.389 -1.913 0.1752